[1]
# C56H72F6O19S

C56H72F6O19S as an isolated structure in a non-equilibrium geometry (the ωB97M-V functional and the def2-TZVPD basis, the Open Molecules 2025 dataset).

Positions of all 154 atoms, in Å:
F -0.43894 2.85674 2.28445
C -1.56352 3.09810 3.01250
C -1.53179 3.29615 4.39151
C -2.67556 3.60432 5.12762
C -3.87460 3.66001 4.45073
C -3.91039 3.48402 3.10220
C -2.77905 3.11180 2.43327
H -0.55369 3.16601 4.83062
H -2.71005 3.76999 6.19430
H -4.71989 3.87543 5.08750
H -4.85976 3.62125 2.60593
H -2.88230 2.81092 1.40118
F -1.36917 -0.56327 -0.98897
C -2.36463 0.22210 -1.51509
C -2.57934 1.42896 -0.89848
C -3.52417 2.32052 -1.44826
C -4.35323 1.90885 -2.52961
C -4.15813 0.65373 -3.08080
C -3.14514 -0.21443 -2.62941
H -2.05291 1.66559 0.01437
H -3.64926 3.22438 -0.87050
H -5.09257 2.62336 -2.86015
H -4.77767 0.33845 -3.90734
H -2.89779 -1.18786 -3.02644
F 1.12211 6.12840 -2.31849
C 0.30152 5.30327 -1.64209
C 0.56075 5.14972 -0.29593
C -0.22630 4.33563 0.48492
C -1.14600 3.57603 -0.28098
C -1.43402 3.74231 -1.62427
C -0.68616 4.61078 -2.29954
H 1.35155 5.70146 0.19051
H -0.10243 4.25628 1.55486
H -1.79512 2.84140 0.17218
H -2.09506 3.02576 -2.08901
H -0.89429 4.80303 -3.34170
F 3.52405 3.71179 1.51305
C 3.13859 3.51560 0.16921
C 3.19766 4.52353 -0.76527
C 2.73911 4.19789 -2.03370
C 2.46993 2.91041 -2.40485
C 2.41958 1.89173 -1.47730
C 2.79112 2.16430 -0.17184
H 3.47527 5.49681 -0.38836
H 2.66779 4.97644 -2.77880
H 2.16797 2.67154 -3.41390
H 2.00364 0.96180 -1.83592
H 2.78328 1.42680 0.61711
F 1.11718 3.51364 2.13341
C 1.50406 2.41923 2.73466
C 2.59447 1.72986 2.18266
C 3.00492 0.58973 2.82334
C 2.29265 -0.00656 3.85732
C 1.10619 0.64894 4.33513
C 0.84480 1.94604 3.86185
H 3.08902 2.23315 1.36502
H 3.83830 0.07265 2.37112
H 2.60653 -0.95874 4.25886
H 0.48191 0.13694 5.05243
H 0.05507 2.44405 4.40470
F 1.93486 -3.81850 0.79949
C 1.08118 -4.81037 0.46955
C 0.90720 -5.96570 1.26072
C -0.04911 -6.92333 0.92156
C -0.86185 -6.72240 -0.15459
C -0.59211 -5.65942 -0.98736
C 0.34764 -4.67704 -0.68317
H 1.44953 -6.08497 2.18703
H -0.05977 -7.82299 1.51896
H -1.58757 -7.48552 -0.39412
H -1.17569 -5.57761 -1.89242
H 0.45887 -3.86987 -1.39204
C -0.14152 -1.86960 2.99781
S -0.08219 -3.46901 2.11416
O -0.40489 -4.60230 3.09236
C -1.57029 -3.23504 1.09644
H -0.10325 -1.03887 2.29317
H 0.65538 -1.76201 3.73367
H -1.13161 -1.91451 3.45147
H -2.42785 -3.01108 1.73091
H -1.68323 -4.08037 0.41767
H -1.25888 -2.47961 0.37502
C -4.28892 -1.02563 0.64383
O -3.21312 -1.24452 1.46918
C -2.60834 -0.11945 1.95401
O -2.67913 1.02601 1.48150
O -1.88558 -0.39082 3.06045
C -1.09311 0.58713 3.79349
H -4.15234 -0.40995 -0.24520
H -5.11762 -0.60332 1.21217
H -4.72323 -1.97996 0.34598
H -1.72933 1.43311 4.05360
H -0.25836 1.01051 3.23489
H -0.80528 0.21657 4.77733
C 1.60366 -0.19145 -2.99623
O 2.56948 -0.94319 -2.30037
C 2.40281 -2.26153 -2.09914
O 1.34592 -2.85468 -2.23638
O 3.57508 -2.69960 -1.58783
C 3.64048 -3.99890 -1.05032
H 0.83521 0.13444 -2.29524
H 1.08546 -0.78509 -3.74933
H 2.06910 0.69494 -3.42725
H 4.62725 -4.19675 -0.63171
H 3.32728 -4.81519 -1.70122
H 3.04402 -4.15403 -0.15129
C 4.61482 -3.70272 2.67260
O 4.13692 -2.38736 2.22347
C 4.33841 -1.91878 1.00366
O 4.90806 -2.57474 0.08949
O 3.84459 -0.66287 0.87140
C 3.62542 -0.03035 -0.34960
H 3.76378 -4.23511 3.09731
H 5.39192 -3.64165 3.43449
H 4.90843 -4.29096 1.80319
H 4.36049 -0.34390 -1.09084
H 3.72114 1.05131 -0.25494
H 2.65424 -0.40643 -0.67125
C -4.34856 -3.30945 -1.02665
O -3.42190 -2.44768 -1.76080
C -2.13622 -2.74485 -1.98062
O -1.46757 -3.65557 -1.40772
O -1.59327 -1.92540 -2.83304
C -0.23407 -2.02496 -3.24420
H -4.58483 -4.10728 -1.73074
H -5.27992 -2.76768 -0.86186
H -3.91302 -3.71522 -0.11355
H 0.04829 -3.07740 -3.27163
H 0.35992 -1.57293 -2.44988
H -0.01711 -1.53103 -4.19133
C 0.71926 2.12189 -6.51600
O 0.76238 2.59740 -5.17549
C 0.60318 1.68230 -4.19998
O 0.46131 0.45566 -4.31880
O 0.31850 2.38298 -3.08725
C -0.27690 1.79617 -1.91750
H 1.52524 1.46050 -6.83389
H 0.65462 2.96811 -7.20000
H -0.22183 1.60187 -6.69493
H -0.12824 2.33568 -0.98212
H 0.18077 0.81475 -1.79325
H -1.34581 1.83626 -2.12713
C -0.51394 2.07268 0.78373
O -0.52408 0.61318 0.87289
C 0.45055 -0.03013 0.24383
O 1.41856 0.44289 -0.32345
O 0.09875 -1.29386 0.29533
C 0.88079 -2.29146 -0.26243
H -0.52311 2.42156 -0.24889
H 0.41008 2.42960 1.23858
H -1.49485 2.41702 1.11138
H 0.33338 -3.23379 -0.28369
H 1.85682 -2.49251 0.17921
H 0.99234 -2.10110 -1.32986

Summary:
highest occupied orbital energy: -7.354 eV
gap between HOMO and LUMO: 7.73 eV
2S+1: 1
lowest unoccupied orbital energy: 0.38 eV
total charge: 0

Atom charges from the Löwdin analysis, given in e for atoms 1 to 99:
1. F -0.214
2. C -0.202
3. C -0.028
4. C -0.036
5. C -0.082
6. C -0.026
7. C -0.014
8. H 0.096
9. H 0.113
10. H 0.110
11. H 0.122
12. H 0.112
13. F 0.072
14. C -0.195
15. C -0.101
16. C -0.069
17. C -0.050
18. C -0.047
19. C 0.023
20. H 0.072
21. H 0.132
22. H 0.102
23. H 0.102
24. H 0.084
25. F 0.035
26. C -0.271
27. C 0.020
28. C 0.035
29. C -0.224
30. C -0.112
31. C 0.012
32. H 0.124
33. H 0.124
34. H 0.032
35. H 0.086
36. H 0.139
37. F 0.004
38. C -0.141
39. C -0.017
40. C -0.067
41. C -0.017
42. C -0.045
43. C -0.109
44. H 0.131
45. H 0.117
46. H 0.103
47. H 0.069
48. H 0.058
49. F 0.019
50. C -0.203
51. C -0.020
52. C -0.012
53. C -0.022
54. C -0.095
55. C -0.051
56. H 0.048
57. H 0.097
58. H 0.105
59. H 0.097
60. H 0.047
61. F -0.142
62. C -0.350
63. C -0.029
64. C -0.076
65. C -0.076
66. C -0.057
67. C -0.115
68. H 0.114
69. H 0.109
70. H 0.105
71. H 0.120
72. H 0.083
73. C -0.172
74. S 1.004
75. O -0.496
76. C -0.163
77. H 0.062
78. H 0.053
79. H 0.074
80. H 0.081
81. H 0.058
82. H 0.051
83. C -0.063
84. O -0.011
85. C -0.393
86. O -0.009
87. O -0.056
88. C -0.043
89. H 0.098
90. H 0.118
91. H 0.048
92. H 0.097
93. H 0.062
94. H 0.114
95. C -0.169
96. O 0.022
97. C -0.449
98. O -0.076
99. O 0.043

[2]
# CH5N7

A 2-piece molecular cluster, CH5N7 overall in a non-equilibrium geometry (the ωB97M-V functional and the def2-TZVPD basis, the Open Molecules 2025 dataset).

Positions of all 13 atoms, in Å:
C 0.07578 0.83859 0.31085
H 3.01918 -0.01089 0.49687
H 1.83175 -0.90995 0.64571
H -2.32373 -0.81104 1.01969
H 0.20752 0.29816 -2.00152
H -0.34534 -1.81755 -1.53089
N 2.20717 -0.20633 -0.14240
N 1.36771 0.90347 0.11328
N -0.80729 1.60095 1.06659
N -2.00893 1.06364 1.06613
N -2.01905 -0.06340 0.34517
N -0.62414 -0.42463 0.01414
N -0.58061 -0.46102 -1.40360

Summary:
highest occupied orbital energy: -9.026 eV
gap between HOMO and LUMO: 8.46 eV
2S+1: 1
lowest unoccupied orbital energy: -0.57 eV
total charge: 0

Taken from the Löwdin analysis, the atomic charges in e are:
1. C -0.425
2. H 0.082
3. H 0.120
4. H 0.147
5. H 0.187
6. H 0.210
7. N -0.034
8. N -0.051
9. N 0.071
10. N 0.019
11. N -0.037
12. N -0.198
13. N -0.091